Record 1
Formula: C44H45BIN9O5W
Source: OMol25
Level of theory: ωB97M-V/def2-TZVPD

The geometry in ORCA input format:
```
! wB97M-V def2-TZVPD RIJCOSX def2/J DEFGRID3
* xyz 0 3
W 0.04 0.45 -0.13
C 2.58 -3.77 -3.70
C 1.43 -4.17 -2.76
C 0.07 -3.62 -3.23
C 1.77 -3.83 -1.34
C 2.17 -4.76 -0.36
C 2.50 -3.99 0.72
N 2.28 -2.69 0.41
N 1.83 -2.58 -0.87
B 2.59 -1.59 1.43
N 1.52 -1.31 2.49
C 1.75 -1.47 3.80
C 0.61 -1.13 4.48
C -0.32 -0.77 3.49
N 0.26 -0.86 2.27
C -1.75 -0.43 3.83
C -2.21 -1.21 5.06
C -1.98 1.06 4.05
N 3.08 -0.26 0.80
C 4.36 0.09 0.87
C 4.54 1.24 0.14
C 3.28 1.55 -0.38
N 2.38 0.63 0.03
C 3.10 2.69 -1.35
C 3.89 2.44 -2.63
C 3.52 4.01 -0.71
H 2.37 -4.08 -4.72
H 2.71 -2.68 -3.70
H 3.52 -4.21 -3.38
H 1.37 -5.26 -2.78
H 0.17 -3.06 -4.16
H -0.63 -4.43 -3.41
H -0.37 -2.94 -2.49
H 2.22 -5.83 -0.45
H 2.87 -4.25 1.70
H 3.53 -1.98 2.07
H 2.71 -1.84 4.14
H 0.44 -1.19 5.54
H -2.38 -0.73 3.00
H -1.76 -0.83 5.98
H -3.29 -1.12 5.17
H -1.96 -2.27 4.98
H -1.26 1.47 4.76
H -1.89 1.61 3.11
H -2.99 1.23 4.44
H 5.06 -0.51 1.42
H 5.46 1.79 -0.02
H 2.05 2.76 -1.62
H 4.96 2.36 -2.42
H 3.59 1.51 -3.12
H 3.74 3.26 -3.33
H 4.60 4.03 -0.53
H 3.29 4.84 -1.38
H 3.03 4.19 0.24
I 0.94 -0.25 -2.79
C 0.23 1.53 -3.54
C 0.03 1.70 -4.89
C -0.42 2.93 -5.36
C -0.66 3.96 -4.47
C -0.45 3.80 -3.11
C -0.67 4.91 -2.20
C -0.42 4.79 -0.90
C 0.05 3.52 -0.30
C 0.19 2.34 -1.19
C -0.01 2.55 -2.60
H 0.23 0.89 -5.58
H -0.58 3.07 -6.42
H -1.01 4.92 -4.84
H -1.03 5.84 -2.62
H -0.57 5.63 -0.23
H 1.02 3.71 0.19
O -1.73 0.99 -0.87
C -2.62 1.84 -0.33
C -3.95 1.71 -0.73
C -4.91 2.56 -0.24
C -4.57 3.57 0.65
C -3.25 3.70 1.05
C -2.26 2.85 0.58
C -0.80 3.03 0.95
N -0.09 1.79 1.27
C 0.76 2.11 2.34
C 0.49 3.33 2.80
N -0.56 3.92 2.06
H -4.19 0.92 -1.43
H -5.94 2.45 -0.56
H -5.32 4.25 1.04
H -3.00 4.52 1.72
H 1.52 1.41 2.67
H 0.95 3.85 3.62
H -1.37 4.15 2.61
O -2.45 -0.64 1.02
C -1.91 -1.54 0.39
O -0.83 -1.38 -0.33
C -2.43 -2.94 0.44
C -3.71 -3.15 0.97
C -4.23 -4.43 1.07
C -3.47 -5.52 0.66
C -2.21 -5.28 0.15
C -1.66 -4.02 0.03
N -1.41 -6.44 -0.31
O -1.88 -7.55 -0.15
O -0.36 -6.22 -0.88
H -4.27 -2.29 1.29
H -5.22 -4.58 1.48
H -3.84 -6.53 0.73
H -0.65 -3.87 -0.34
*
```

Calculated values
E_tot	-2962.3095	Ha
max |F|	2.218	eV/Å
energy above the lowest of the compared OMol25 structures with the same formula, charge and spin	62.1	kcal per mole
expectation value of S²	2.055
LUMO level (alpha / beta)	-1.435 / -1.305	eV
M	1101.46	u

Atomic partial charges in e from the Mulliken method, atoms 1 to 99:
1. W 0.63
2. C -1.55
3. C 0.91
4. C -0.99
5. C -0.37
6. C -1.42
7. C -0.51
8. N 0.32
9. N 0.39
10. B -0.71
11. N -0.34
12. C -0.70
13. C -1.16
14. C 0.00
15. N 0.62
16. C 2.00
17. C -2.06
18. C -1.34
19. N -0.09
20. C -0.81
21. C -1.27
22. C 0.21
23. N 1.17
24. C 1.77
25. C -1.74
26. C -1.72
27. H 0.47
28. H 0.17
29. H 0.38
30. H 0.45
31. H 0.51
32. H 0.22
33. H -0.15
34. H 0.55
35. H 0.60
36. H -0.17
37. H 0.54
38. H 0.48
39. H -0.41
40. H 0.37
41. H 0.48
42. H 0.43
43. H 0.28
44. H 0.22
45. H 0.51
46. H 0.51
47. H 0.61
48. H -0.37
49. H 0.39
50. H 0.27
51. H 0.41
52. H 0.43
53. H 0.36
54. H 0.33
55. I 0.29
56. C 0.84
57. C -0.52
58. C -0.86
59. C -0.82
60. C 1.08
61. C -1.21
62. C -1.45
63. C 2.31
64. C 0.27
65. C -0.75
66. H 0.54
67. H 0.42
68. H 0.47
69. H 0.41
70. H 0.45
71. H -0.69
72. O -0.57
73. C 0.36
74. C -0.45
75. C -0.76
76. C -1.06
77. C -1.13
78. C 0.35
79. C 1.29
80. N 0.71
81. C 0.18
82. C -1.73
83. N -0.32
84. H 0.55
85. H 0.43
86. H 0.44
87. H 0.40
88. H 0.35
89. H 0.50
90. H 0.38
91. O -0.70
92. C 0.56
93. O -0.43
94. C 0.13
95. C -0.80
96. C -0.84
97. C -0.65
98. C -0.56
99. C 0.97



Record 2
Formula: C44H45Cl5LiN7O2SSe
Source: OMol25
Level of theory: ωB97M-V/def2-TZVPD

The geometry in ORCA input format:
```
! wB97M-V def2-TZVPD RIJCOSX def2/J DEFGRID3
* xyz -2 1
Li 1.72 -1.30 -0.42
C -1.20 -4.10 -0.77
C -1.68 -3.06 -1.75
C -3.03 -2.92 -2.03
C -3.48 -1.97 -2.94
C -2.55 -1.18 -3.60
C -1.19 -1.33 -3.37
C -0.18 -0.54 -4.16
C -0.75 -2.25 -2.42
N 0.60 -2.36 -2.05
C 1.39 -3.09 -2.83
O 1.15 -3.67 -3.90
C 2.79 -3.23 -2.23
C 3.80 -3.94 -2.86
C 5.02 -4.05 -2.20
C 5.20 -3.46 -0.96
C 4.13 -2.76 -0.41
N 2.98 -2.65 -1.05
C 4.20 -2.06 0.94
O 5.26 -2.18 1.59
N 3.08 -1.43 1.25
C 3.06 -0.77 2.50
C 3.67 0.48 2.66
C 4.38 1.11 1.50
C 3.57 1.12 3.89
C 2.87 0.55 4.95
C 2.25 -0.67 4.77
C 2.33 -1.34 3.55
C 1.65 -2.67 3.35
H -2.04 -4.63 -0.32
H -0.59 -3.65 0.02
H -0.55 -4.83 -1.28
H -3.74 -3.57 -1.53
H -4.54 -1.86 -3.15
H -2.88 -0.43 -4.31
H -0.67 0.21 -4.78
H 0.40 -1.22 -4.79
H 0.53 -0.04 -3.50
H 3.61 -4.40 -3.82
H 5.84 -4.60 -2.66
H 6.12 -3.52 -0.40
H 3.69 1.24 0.67
H 5.20 0.46 1.16
H 4.79 2.08 1.78
H 4.03 2.10 4.01
H 2.79 1.08 5.89
H 1.68 -1.12 5.58
H 2.37 -3.44 3.10
H 1.10 -2.96 4.25
H 0.94 -2.62 2.51
C -2.72 3.85 3.44
C -2.06 4.71 2.35
C -2.22 4.13 0.94
C -3.68 3.96 0.56
N -3.91 3.50 -0.82
C -3.27 2.45 -1.42
S -2.72 2.62 -3.00
N -3.15 1.29 -0.76
C -3.78 0.93 0.50
C -4.36 -0.48 0.47
C -5.62 -0.58 -0.38
C -6.29 -1.93 -0.25
H -2.39 4.16 4.43
H -2.44 2.80 3.32
H -3.81 3.92 3.41
H -1.00 4.80 2.56
H -2.48 5.72 2.38
H -1.71 3.16 0.89
H -1.73 4.78 0.21
H -4.20 4.92 0.64
H -4.17 3.30 1.27
H -3.91 4.27 -1.48
H -2.63 0.57 -1.25
H -4.61 1.63 0.67
H -3.07 1.04 1.33
H -4.58 -0.77 1.50
H -3.60 -1.18 0.11
H -5.36 -0.38 -1.42
H -6.32 0.21 -0.07
H -5.61 -2.74 -0.51
H -7.17 -2.02 -0.90
H -6.62 -2.11 0.77
Se 0.76 1.92 -1.45
N 1.97 0.64 -1.39
C 2.82 0.86 -2.40
C 3.97 0.07 -2.68
C 4.76 0.42 -3.73
C 4.46 1.55 -4.56
C 3.38 2.33 -4.31
C 2.52 2.00 -3.22
N 1.43 2.69 -2.88
H 4.21 -0.77 -2.05
H 5.64 -0.18 -3.95
H 5.12 1.78 -5.39
H 3.14 3.19 -4.92
Cl -0.77 -0.81 0.66
C -0.42 0.43 1.88
C 0.33 1.52 1.48
C 0.64 2.40 2.48
Cl 1.66 3.80 2.06
C 0.22 2.28 3.80
Cl 0.62 3.46 5.00
C -0.56 1.18 4.14
Cl -1.13 0.99 5.77
C -0.89 0.24 3.17
Cl -1.86 -1.14 3.60
*
```

Calculated values
E_tot	-7345.7962	Ha
max |F|	0.512	eV/Å
energy above the lowest of the compared OMol25 structures with the same formula, charge and spin	2.9	kcal per mole
LUMO level	3.947	eV
M	999.12	u

Atomic partial charges in e from the Mulliken method, atoms 1 to 99:
1. Li 0.62
2. C -1.54
3. C 1.83
4. C -1.23
5. C -0.73
6. C -0.94
7. C 1.20
8. C -1.40
9. C -0.94
10. N 1.11
11. C -0.72
12. O -0.87
13. C 0.49
14. C -0.51
15. C -0.53
16. C -0.38
17. C 0.41
18. N -0.07
19. C -0.60
20. O -0.86
21. N 0.51
22. C -0.64
23. C 1.24
24. C -1.48
25. C -0.76
26. C -0.83
27. C -0.75
28. C 1.72
29. C -1.53
30. H 0.41
31. H 0.09
32. H 0.30
33. H 0.47
34. H 0.48
35. H 0.34
36. H 0.41
37. H 0.37
38. H 0.09
39. H 0.54
40. H 0.40
41. H 0.56
42. H 0.02
43. H 0.36
44. H 0.37
45. H 0.24
46. H 0.39
47. H 0.30
48. H 0.37
49. H 0.36
50. H 0.09
51. C -1.09
52. C -0.66
53. C 1.26
54. C -1.22
55. N -0.15
56. C 0.07
57. S -0.44
58. N 1.45
59. C -0.45
60. C -0.16
61. C -0.23
62. C -1.28
63. H 0.39
64. H 0.05
65. H 0.42
66. H 0.24
67. H 0.55
68. H -0.81
69. H 0.35
70. H 0.43
71. H 0.13
72. H 0.37
73. H -0.92
74. H 0.78
75. H -0.44
76. H 0.50
77. H -0.47
78. H 0.21
79. H 0.40
80. H 0.12
81. H 0.36
82. H 0.43
83. Se 0.49
84. N 0.40
85. C 0.29
86. C -0.16
87. C -0.64
88. C -0.56
89. C -0.86
90. C 0.66
91. N -0.86
92. H 0.23
93. H 0.44
94. H 0.35
95. H 0.47
96. Cl 0.64
97. C -0.12
98. C -1.48
99. C 0.85



Record 3
Formula: C44H45N4O2OsP2S
Source: OMol25
Level of theory: ωB97M-V/def2-TZVPD

The geometry in ORCA input format:
```
! wB97M-V def2-TZVPD RIJCOSX def2/J DEFGRID3
* xyz 3 1
Os -0.50 0.45 -0.39
C 4.45 1.43 3.46
C 3.84 0.03 3.33
C 4.60 -0.96 4.24
C 3.94 -0.42 1.87
C 5.13 -0.88 1.31
C 5.25 -1.19 -0.04
C 4.18 -1.01 -0.89
C 2.96 -0.58 -0.35
P 1.66 -0.04 -1.46
C 2.32 1.53 -2.06
C 2.77 1.73 -3.36
C 3.34 2.96 -3.70
C 3.45 3.96 -2.76
C 3.01 3.75 -1.45
C 2.46 2.54 -1.10
C 1.45 -1.26 -2.75
C 0.99 -0.92 -4.03
C 0.87 -1.89 -5.00
C 1.19 -3.21 -4.71
C 1.63 -3.56 -3.44
C 1.76 -2.59 -2.46
C 2.87 -0.30 1.00
O 1.63 0.15 1.41
C 1.37 0.10 2.78
C 0.03 0.02 3.09
C -0.37 0.01 4.43
C 0.60 0.07 5.41
C 1.95 0.08 5.05
C 2.37 0.07 3.72
P -1.15 -0.26 1.78
C -1.22 -2.01 1.40
C -2.40 -2.65 0.98
C -2.37 -3.99 0.62
C -1.17 -4.70 0.66
C 0.00 -4.07 1.07
C -0.02 -2.73 1.43
C -2.73 0.40 2.28
C -3.61 -0.40 3.01
C -4.83 0.12 3.42
C -5.17 1.43 3.09
C -4.28 2.23 2.38
C -3.06 1.72 1.97
H 5.51 1.41 3.18
H 4.38 1.78 4.49
H 3.94 2.15 2.82
H 5.65 -0.99 3.99
H 4.19 -1.97 4.16
H 4.55 -0.64 5.28
H 6.00 -0.99 1.95
H 6.20 -1.53 -0.43
H 4.28 -1.20 -1.95
H 2.72 0.95 -4.10
H 3.70 3.11 -4.71
H 3.89 4.91 -3.03
H 3.13 4.54 -0.71
H 2.16 2.37 -0.06
H 0.76 0.11 -4.27
H 0.54 -1.63 -6.00
H 1.12 -3.97 -5.48
H 1.88 -4.59 -3.21
H 2.12 -2.87 -1.48
H -1.42 -0.04 4.70
H 0.32 0.08 6.45
H 2.69 0.10 5.84
H -3.34 -2.12 1.00
H -3.28 -4.49 0.33
H -1.15 -5.74 0.38
H 0.93 -4.63 1.13
H 0.89 -2.26 1.77
H -3.34 -1.41 3.28
H -5.50 -0.49 4.00
H -6.12 1.83 3.41
H -4.53 3.26 2.17
H -2.36 2.37 1.46
C -3.50 2.69 -3.12
N -2.79 1.41 -2.96
C -1.61 1.22 -3.79
C -3.12 0.55 -2.00
N -2.20 -0.08 -1.19
N -4.40 0.25 -1.81
C -4.92 -0.35 -0.57
C -5.41 0.41 -2.86
H -2.94 3.49 -2.63
H -4.50 2.65 -2.70
H -3.59 2.93 -4.18
H -1.77 1.73 -4.73
H -1.47 0.16 -4.00
H -0.71 1.63 -3.32
H -2.56 -0.97 -0.86
H -4.35 0.00 0.29
H -4.90 -1.44 -0.64
H -5.95 -0.04 -0.45
H -4.94 0.66 -3.81
H -6.13 1.19 -2.59
H -5.94 -0.54 -2.96
O -0.70 3.97 0.84
S -0.68 3.67 -0.58
N -0.63 2.22 -0.99
*
```

Calculated values
E_tot	-3243.8421	Ha
max |F|	1.043	eV/Å
energy above the lowest of the compared OMol25 structures with the same formula, charge and spin	35.1	kcal per mole
LUMO level	-9.965	eV
M	946.11	u

How positive or negative is each atom? The Mulliken charges in e answer that:
1. Os 0.94
2. C -1.72
3. C 1.39
4. C -1.93
5. C 0.63
6. C 0.00
7. C -1.61
8. C -0.33
9. C 0.90
10. P 0.66
11. C 1.23
12. C -0.70
13. C -0.85
14. C -0.75
15. C -1.04
16. C -1.05
17. C 1.42
18. C -0.73
19. C -1.10
20. C -0.73
21. C -0.88
22. C -0.99
23. C -0.98
24. O 0.54
25. C -0.64
26. C 1.01
27. C -0.95
28. C -1.63
29. C -0.28
30. C 0.68
31. P 1.16
32. C 0.51
33. C -0.24
34. C -1.07
35. C -0.86
36. C -0.87
37. C -0.68
38. C 0.54
39. C 0.03
40. C -0.99
41. C -0.69
42. C -0.73
43. C -0.11
44. H 0.43
45. H 0.43
46. H 0.35
47. H 0.50
48. H 0.41
49. H 0.49
50. H 0.45
51. H 0.48
52. H 0.66
53. H 0.58
54. H 0.50
55. H 0.46
56. H 0.54
57. H 0.82
58. H 0.63
59. H 0.49
60. H 0.46
61. H 0.50
62. H 0.49
63. H 0.53
64. H 0.44
65. H 0.45
66. H 0.40
67. H 0.54
68. H 0.46
69. H 0.55
70. H 0.50
71. H 0.57
72. H 0.51
73. H 0.49
74. H 0.51
75. H 0.15
76. C -0.84
77. N 0.24
78. C -1.42
79. C 0.63
80. N -0.05
81. N 0.05
82. C -0.98
83. C -1.29
84. H 0.25
85. H 0.35
86. H 0.33
87. H 0.49
88. H 0.45
89. H 0.34
90. H 0.01
91. H 0.22
92. H 0.36
93. H 0.53
94. H 0.42
95. H 0.44
96. H 0.42
97. O -0.44
98. S 0.30
99. N -0.03



Record 4
Formula: C44H46BCaN6O2PS2
Source: OMol25
Level of theory: ωB97M-V/def2-TZVPD

The geometry in ORCA input format:
```
! wB97M-V def2-TZVPD RIJCOSX def2/J DEFGRID3
* xyz 0 1
Ca -0.26 -0.55 0.03
S 0.49 -0.06 2.58
C 2.23 -0.08 2.27
N 3.01 0.42 3.16
N 4.34 0.30 3.07
C 5.14 1.21 3.79
C 4.58 2.19 4.60
C 5.41 3.06 5.29
C 6.79 2.97 5.17
C 7.34 1.99 4.36
C 6.53 1.10 3.67
N 2.88 -0.60 1.13
N 2.18 -0.81 0.12
C 2.93 -1.28 -1.02
C 4.30 -1.11 -1.15
C 4.94 -1.60 -2.27
C 4.22 -2.27 -3.26
C 2.85 -2.45 -3.11
C 2.20 -1.94 -2.00
H 4.74 -0.19 2.29
H 3.50 2.26 4.67
H 4.97 3.82 5.91
H 7.43 3.66 5.71
H 8.42 1.90 4.27
H 6.96 0.33 3.05
H 4.86 -0.57 -0.39
H 6.01 -1.47 -2.38
H 4.73 -2.66 -4.13
H 2.28 -2.98 -3.87
H 1.14 -2.11 -1.87
N -2.35 0.38 -2.70
C -1.24 0.37 -3.48
S 0.16 1.16 -2.98
N -1.42 -0.26 -4.66
C -0.52 -0.55 -5.72
C -1.11 -0.81 -6.95
C -0.33 -1.15 -8.05
C 1.05 -1.22 -7.92
C 1.62 -0.96 -6.69
C 0.85 -0.63 -5.58
H -2.25 0.79 -1.78
H -3.05 -0.33 -2.81
H -2.37 -0.52 -4.87
H -2.19 -0.75 -7.06
H -0.81 -1.35 -9.00
H 1.66 -1.48 -8.77
H 2.70 -1.02 -6.57
H 1.32 -0.43 -4.63
C -0.55 -4.81 2.03
C -1.44 -4.76 0.80
C -1.50 -6.14 0.15
O -0.81 -3.86 -0.14
B -1.50 -2.64 -0.20
O -2.68 -2.77 0.53
C -2.84 -4.10 1.06
C -3.98 -4.75 0.28
C -3.22 -3.98 2.52
H 0.44 -5.16 1.73
H -0.94 -5.48 2.79
H -0.43 -3.81 2.47
H -0.48 -6.51 0.03
H -1.97 -6.10 -0.83
H -2.05 -6.85 0.78
H -3.77 -4.78 -0.78
H -4.88 -4.15 0.42
H -4.19 -5.76 0.63
H -2.51 -3.36 3.07
H -3.28 -4.96 3.00
H -4.20 -3.51 2.60
C -4.33 5.41 -1.57
C -4.57 5.02 -0.26
C -3.79 4.04 0.33
C -2.76 3.44 -0.39
C -2.53 3.82 -1.71
C -3.31 4.80 -2.30
P -1.65 2.19 0.33
C -0.36 3.20 1.13
C -0.63 4.17 2.09
C 0.39 4.94 2.62
C 1.70 4.75 2.19
C 1.98 3.80 1.21
C 0.95 3.04 0.69
C -2.64 1.41 1.65
C -3.58 0.47 1.23
C -4.39 -0.19 2.14
C -4.25 0.07 3.49
C -3.30 0.98 3.93
C -2.50 1.65 3.02
H -4.94 6.17 -2.03
H -5.37 5.49 0.31
H -3.99 3.73 1.35
H -1.73 3.35 -2.27
H -3.12 5.10 -3.32
H -1.65 4.34 2.42
H 0.17 5.68 3.37
H 2.50 5.35 2.60
H 2.99 3.65 0.87
H 1.17 2.30 -0.08
H -3.68 0.23 0.17
H -5.10 -0.93 1.79
H -4.87 -0.45 4.21
H -3.17 1.17 4.99
H -1.73 2.32 3.37
*
```

Calculated values
E_tot	-4023.5712	Ha
max |F|	1.360	eV/Å
energy above the lowest of the compared OMol25 structures with the same formula, charge and spin	0.0	kcal per mole
LUMO level	-0.678	eV
M	836.89	u

Atomic partial charges in e from the Mulliken method, atoms 1 to 99:
1. Ca 0.80
2. S -0.31
3. C 0.12
4. N -0.45
5. N 0.05
6. C 0.40
7. C -0.25
8. C -0.53
9. C -0.53
10. C -0.49
11. C -0.50
12. N -0.61
13. N 0.69
14. C 0.05
15. C -0.42
16. C -0.64
17. C -0.56
18. C -0.89
19. C -0.16
20. H 0.31
21. H 0.52
22. H 0.36
23. H 0.38
24. H 0.35
25. H 0.34
26. H 0.41
27. H 0.38
28. H 0.43
29. H 0.53
30. H 0.22
31. N -0.18
32. C 0.35
33. S -0.28
34. N -0.11
35. C 0.79
36. C -0.58
37. C -0.56
38. C -0.53
39. C -0.79
40. C -0.14
41. H -0.26
42. H 0.29
43. H 0.22
44. H 0.33
45. H 0.37
46. H 0.39
47. H 0.39
48. H 0.28
49. C -2.02
50. C 1.70
51. C -1.91
52. O -0.52
53. B 0.05
54. O -0.03
55. C 1.83
56. C -2.17
57. C -1.83
58. H 0.54
59. H 0.35
60. H 0.24
61. H 0.45
62. H 0.35
63. H 0.34
64. H 0.37
65. H 0.51
66. H 0.37
67. H 0.31
68. H 0.35
69. H 0.44
70. C -0.52
71. C -0.67
72. C -0.59
73. C 0.90
74. C -0.32
75. C -0.68
76. P 0.74
77. C 0.50
78. C -0.22
79. C -0.87
80. C -0.60
81. C -0.62
82. C -0.36
83. C 0.63
84. C -0.32
85. C -0.50
86. C -0.66
87. C -0.70
88. C -0.46
89. H 0.37
90. H 0.41
91. H 0.35
92. H 0.21
93. H 0.43
94. H 0.46
95. H 0.42
96. H 0.42
97. H 0.46
98. H 0.20
99. H 0.11